(1)
The following is a DFT calculation (ωB97M-V/def2-TZVPD) of C7H12O2 in the gas phase.

Geometry as XYZ:
```
21
C7H12O2, DFT ωB97M-V/def2-TZVPD
C -1.481 -1.396 0.053
C 0.043 -1.488 -0.418
C 1.081 -0.313 0.020
C 1.088 1.120 -0.689
C -0.280 1.922 -0.554
C -1.047 0.687 0.043
C 0.727 0.026 1.467
H -1.498 -1.812 1.090
H -2.075 -2.123 -0.496
H 0.081 -1.549 -1.529
H 0.334 -2.511 -0.093
H 2.109 -0.702 -0.052
H 1.891 1.729 -0.257
H 1.127 0.902 -1.765
H -0.690 2.256 -1.524
H -0.209 2.772 0.115
H -0.606 0.148 -0.710
H 1.455 0.740 1.870
H 0.660 -0.853 2.117
O -2.137 -0.113 -0.083
O -0.573 0.561 1.395
```

Electronic energy, eV: -11543.606
HOMO-LUMO gap, eV: 9.91
SMILES: C1C[C@H]2CC[C@H](O1)OC2
E_HOMO, eV: -9.0
E_LUMO, Eh: 0.035
Energy above the lowest of the compared OMol25 structures with the same formula, charge and spin, kcal per mole: 110.63

Per-atom Löwdin charges, elementary charge units: -0.1499 -0.1039 -0.2526 -0.1101 -0.0468 -0.4434 -0.1861 0.1274 0.1175 0.1196 0.1194 0.1368 0.1142 0.1156 0.1165 0.0980 0.0416 0.1237 0.1256 -0.0108 -0.0523

***

(2)
The following is a DFT calculation (ωB97M-V/def2-TZVPD) of 2 unconnected molecules or ions with the total composition C7H12O3S.

Geometry as XYZ:
```
23
C7H12O3S, DFT ωB97M-V/def2-TZVPD
C -1.934 -1.409 1.113
C -0.697 1.628 0.268
C 0.728 1.978 -0.186
C 0.167 0.647 -0.485
C 2.148 -0.645 -0.823
C 0.036 -1.828 -0.103
C 0.815 -0.614 0.007
O -3.630 0.603 0.610
O -2.469 -0.470 -1.258
O 1.246 -0.450 1.391
S -2.519 -0.145 0.135
H -1.655 -1.090 2.015
H -0.759 1.526 1.387
H -1.420 2.212 -0.195
H 0.776 2.785 -0.998
H 1.419 1.875 0.507
H -0.076 0.574 -1.576
H 2.701 0.233 -0.963
H 2.018 -0.979 -1.894
H 2.736 -1.392 -0.219
H 0.330 -2.620 0.412
H -0.446 -1.923 -1.061
H 0.488 -0.494 1.915
```

Electronic energy, eV: -24423.713
HOMO-LUMO gap (alpha / beta), eV: 8.41 / 8.41
E_HOMO (alpha / beta), eV: -9.3 / -9.3
E_LUMO (alpha / beta), Eh: -0.033 / -0.033
Energy above the lowest of the compared OMol25 structures with the same formula, charge and spin, kcal per mole: 167.05

Per-atom Löwdin charges, elementary charge units: -0.0556 -0.1523 -0.0736 -0.3124 0.0102 0.1203 -0.5719 -0.2957 -0.3172 0.0085 0.6627 -0.0638 0.1347 0.0829 0.1487 0.0533 0.1654 0.0602 0.1118 0.1102 0.0424 0.0907 0.0403